[1]
This record from the OMol25 dataset describes an isolated molecule of C3H8N2. The level of theory is ωB97M-V/def2-TZVPD.

Last column: Mulliken charge in e.
Geometry (Å):
N1 -0.501 -0.515 -0.983  -0.47
N2 -1.742 0.389 1.005  -0.57
C1 0.759 -0.829 -0.124  -0.28
C2 -1.298 0.359 -0.469  -0.21
C3 1.495 0.446 -0.141  -0.80
H1 0.668 -1.319 1.009  0.26
H2 1.221 -1.603 -0.854  0.26
H3 -1.467 1.365 -0.848  0.42
H4 -1.432 -0.573 1.222  0.28
H5 1.981 0.580 -1.082  0.29
H6 -2.754 0.085 0.730  0.29
H7 0.719 1.216 -0.049  0.23
H8 2.351 0.399 0.583  0.29

Force components x, y, z for each atom (eV/Å):
N 0.1 2.5 1.5
N -1.3 -2.4 -3.4
C -1.6 -4.4 -0.4
C 1.5 -0.8 2.2
C 1.2 0.5 0.8
H -0.2 1.2 -2.9
H -0.3 1.0 1.9
H -1.2 -0.5 -1.3
H 0.2 0.5 0.8
H 0.1 0.2 -0.9
H 1.4 1.3 1.1
H 1.2 0.3 0.7
H -1.0 0.6 -0.2

Properties
Lowest unoccupied orbital energy = 0.71 eV
SMILES string = CC/N=C\N
Charge = 0
Relative energy (zero: lowest compared OMol25 entry of this formula, charge and spin) = 94.8 kcal/mol
HOMO = -8.838 eV

[2]
This record from the OMol25 dataset describes an isolated molecule of C6H7BrS. The level of theory is ωB97M-V/def2-TZVPD.

Last column: Mulliken charge in e.
Geometry (Å):
Br1 -2.638 -1.176 -0.360  -0.17
S1 3.074 -1.559 0.227  -0.13
C1 1.921 -1.757 -1.081  -0.38
C2 1.895 -0.526 1.150  -0.57
C3 -1.840 0.526 -0.041  -0.67
C4 0.774 -1.154 -0.867  -0.45
C5 -0.485 0.378 0.832  -0.75
C6 0.706 -0.431 0.391  0.63
H1 -0.081 1.342 0.775  0.32
H2 -2.605 1.080 0.476  0.43
H3 2.309 -0.303 2.058  0.49
H4 1.980 -2.321 -1.981  0.42
H5 -0.146 -1.226 -1.529  0.11
H6 -0.832 0.085 1.770  0.38
H7 -1.389 0.964 -1.055  0.33

Force components x, y, z for each atom (eV/Å):
Br -0.4 -0.6 -0.2
S -1.8 0.7 -0.4
C 1.6 -0.7 0.2
C -1.1 -2.4 -5.1
C 4.1 0.0 -1.7
C -3.1 1.7 1.0
C -1.6 -0.2 -1.9
C 1.2 -0.7 0.8
H 0.2 1.9 0.8
H 0.2 0.6 -0.1
H 0.1 1.2 2.3
H 1.1 -0.6 -0.3
H 1.6 0.1 0.8
H -0.1 -0.2 1.9
H -1.9 -0.7 2.0

Properties
Lowest unoccupied orbital energy = 0.87 eV
SMILES string = BrCCc1ccsc1
Charge = 0
Relative energy (zero: lowest compared OMol25 entry of this formula, charge and spin) = 0.0 kcal/mol
HOMO = -8.881 eV